No. 1
{
  "formula": "C32H49BGdN7O3S7Sb",
  "method": "the ωB97M-V functional and the def2-TZVPD basis",
  "multiplicity": 8,
  "homo_lumo_gap_ev": [4.02, 5.45],
  "total_charge": -1,
  "lumo_ha": [0.073, 0.029],
  "elements": ["Gd", "C", "C", "C", "C", "N", "N", "B", "N", "N", "C", "C", "C", "C", "C", "S", "C", "C", "C", "C", "N", "N", "C", "C", "C", "C", "C", "S", "C", "C", "C", "C", "C", "S", "C", "C", "C", "C", "H", "H", "H", "H", "H", "H", "H", "H", "H", "H", "H", "H", "H", "H", "H", "H", "H", "H", "H", "H", "H", "H", "H", "H", "H", "H", "H", "H", "H", "H", "H", "H", "H", "H", "H", "H", "H", "H", "H", "S", "Sb", "S", "S", "S", "C", "O", "H", "H", "H", "C", "N", "C", "C", "O", "H", "H", "H", "H", "H", "H", "H", "O", "C"],
  "coordinates": [[16.24, 11.08, 9.25], [14.01, 12.27, 14.08], [13.23, 11.39, 13.17], [12.49, 10.36, 13.66], [11.84, 9.41, 12.83], [11.83, 9.59, 11.55], [12.59, 10.57, 11.00], [13.05, 10.27, 9.43], [12.72, 11.63, 8.78], [11.50, 12.05, 9.28], [11.15, 13.29, 9.07], [11.86, 14.11, 8.15], [12.98, 13.68, 7.52], [13.73, 14.64, 6.60], [13.39, 12.34, 7.84], [14.75, 11.71, 6.93], [9.92, 13.82, 9.82], [10.30, 15.23, 10.35], [9.49, 12.94, 11.00], [8.81, 14.00, 8.75], [12.21, 9.23, 8.61], [10.85, 9.35, 8.82], [10.10, 8.45, 8.28], [10.60, 7.49, 7.37], [11.89, 7.50, 6.94], [12.29, 6.55, 5.84], [12.73, 8.46, 7.59], [14.31, 8.47, 6.96], [8.59, 8.48, 8.52], [7.88, 8.70, 7.15], [8.22, 9.58, 9.51], [8.21, 7.08, 9.06], [13.20, 11.56, 11.74], [14.22, 12.77, 11.05], [11.17, 8.19, 13.41], [12.27, 7.45, 14.22], [10.63, 7.28, 12.31], [9.99, 8.70, 14.32], [13.88, 11.99, 15.12], [13.75, 13.34, 13.92], [15.08, 12.19, 13.83], [12.41, 10.30, 14.77], [11.48, 15.11, 7.93], [13.37, 15.66, 6.79], [13.58, 14.36, 5.55], [14.80, 14.53, 6.79], [11.22, 15.17, 10.92], [9.56, 15.63, 11.03], [10.42, 15.93, 9.52], [10.21, 13.04, 11.82], [9.47, 11.86, 10.71], [8.52, 13.25, 11.39], [9.16, 14.63, 7.90], [7.94, 14.48, 9.21], [8.52, 13.04, 8.30], [9.91, 6.72, 6.96], [11.36, 6.14, 5.43], [12.92, 5.75, 6.25], [12.89, 7.07, 5.11], [8.22, 9.64, 6.69], [6.79, 8.65, 7.22], [8.21, 7.92, 6.47], [8.49, 10.56, 9.06], [8.78, 9.45, 10.45], [7.16, 9.57, 9.74], [8.30, 6.29, 8.31], [7.17, 7.08, 9.45], [8.86, 6.79, 9.91], [13.10, 7.15, 13.57], [11.92, 6.50, 14.67], [12.72, 8.10, 15.00], [11.46, 6.90, 11.72], [9.99, 7.85, 11.63], [10.09, 6.43, 12.78], [10.39, 9.23, 15.18], [9.39, 7.86, 14.67], [9.36, 9.37, 13.75], [19.68, 11.04, 9.23], [18.99, 12.11, 11.23], [17.19, 10.76, 11.97], [17.82, 13.56, 9.54], [20.54, 12.94, 12.62], [14.58, 8.51, 10.24], [14.40, 9.82, 9.63], [13.87, 8.36, 11.05], [15.61, 8.42, 10.63], [14.43, 7.72, 9.49], [18.87, 7.15, 7.61], [18.66, 7.18, 9.09], [19.22, 6.09, 9.93], [17.85, 8.08, 9.64], [17.29, 8.99, 8.97], [19.73, 6.48, 7.39], [19.11, 8.14, 7.25], [17.96, 6.81, 7.12], [20.20, 5.78, 9.54], [18.56, 5.23, 9.92], [19.32, 6.45, 10.96], [17.77, 8.10, 10.73], [18.67, 12.61, 7.02], [18.23, 12.03, 7.95]]
}

***

No. 2
{
  "formula": "C32H49BN6O2S3Se2Ti",
  "method": "the ωB97M-V functional and the def2-TZVPD basis",
  "multiplicity": 1,
  "homo_lumo_gap_ev": 6.84,
  "total_charge": 2,
  "lumo_ha": -0.228,
  "elements": ["Ti", "C", "C", "C", "C", "N", "N", "B", "N", "N", "C", "C", "C", "C", "C", "S", "C", "C", "C", "C", "N", "N", "C", "C", "C", "C", "C", "S", "C", "C", "C", "C", "C", "S", "C", "C", "C", "C", "H", "H", "H", "H", "H", "H", "H", "H", "H", "H", "H", "H", "H", "H", "H", "H", "H", "H", "H", "H", "H", "H", "H", "H", "H", "H", "H", "H", "H", "H", "H", "H", "H", "H", "H", "H", "H", "H", "H", "O", "C", "C", "C", "O", "C", "Se", "C", "Se", "H", "H", "H", "H", "H", "H", "H", "H", "H", "H"],
  "coordinates": [[-0.76, -0.73, 0.21], [1.29, -1.79, 4.45], [1.85, -1.92, 3.07], [2.69, -2.93, 2.70], [3.13, -3.06, 1.36], [2.81, -2.17, 0.46], [2.02, -1.13, 0.83], [2.10, -0.01, -0.23], [2.68, 1.30, 0.35], [3.79, 1.47, 1.03], [4.01, 2.70, 1.46], [3.08, 3.74, 1.19], [1.90, 3.52, 0.51], [0.87, 4.56, 0.22], [1.74, 2.19, 0.10], [0.57, 1.28, -0.84], [5.30, 2.91, 2.23], [5.33, 1.93, 3.41], [5.43, 4.34, 2.75], [6.47, 2.61, 1.28], [2.63, -0.52, -1.54], [3.95, -0.38, -1.71], [4.49, -0.92, -2.77], [3.68, -1.62, -3.70], [2.34, -1.77, -3.52], [1.47, -2.50, -4.49], [1.79, -1.18, -2.34], [0.08, -1.28, -2.08], [5.99, -0.78, -2.96], [6.61, 0.03, -1.83], [6.26, -0.10, -4.31], [6.59, -2.20, -2.96], [1.47, -1.00, 2.05], [0.27, 0.21, 2.29], [4.05, -4.18, 0.90], [5.49, -3.71, 1.15], [3.77, -5.46, 1.69], [3.84, -4.45, -0.59], [1.74, -2.52, 5.12], [0.21, -1.95, 4.41], [1.45, -0.79, 4.85], [3.00, -3.65, 3.44], [3.29, 4.74, 1.56], [1.18, 5.54, 0.60], [-0.08, 4.29, 0.69], [0.70, 4.65, -0.85], [4.50, 2.11, 4.10], [6.26, 2.05, 3.96], [5.27, 0.90, 3.06], [4.62, 4.60, 3.43], [5.46, 5.07, 1.94], [6.36, 4.43, 3.31], [6.41, 1.58, 0.91], [7.41, 2.73, 1.80], [6.46, 3.28, 0.42], [4.14, -2.07, -4.58], [2.07, -2.89, -5.31], [0.70, -1.84, -4.90], [0.96, -3.33, -4.00], [6.21, 1.04, -1.80], [7.69, 0.10, -2.00], [6.44, -0.43, -0.86], [5.82, 0.90, -4.34], [5.87, -0.67, -5.15], [7.33, 0.00, -4.45], [6.41, -2.70, -2.01], [7.67, -2.13, -3.11], [6.19, -2.82, -3.77], [5.67, -3.49, 2.20], [5.70, -2.80, 0.57], [6.19, -4.48, 0.84], [4.05, -5.37, 2.74], [4.37, -6.27, 1.28], [2.72, -5.75, 1.63], [4.09, -3.58, -1.20], [2.81, -4.74, -0.80], [4.49, -5.27, -0.90], [-4.98, -4.17, -0.61], [-4.79, -3.65, 0.69], [-3.58, -2.69, 0.63], [-3.33, -2.24, 2.06], [-2.32, -1.22, 2.09], [-4.02, -1.54, -0.27], [-2.80, -0.03, -0.64], [-2.40, -3.49, 0.04], [-0.58, -3.10, 0.70], [-5.73, -4.77, -0.62], [-4.58, -4.44, 1.41], [-5.67, -3.10, 1.03], [-3.01, -3.07, 2.68], [-4.26, -1.83, 2.47], [-2.57, -0.53, 2.72], [-4.91, -1.06, 0.14], [-4.25, -1.92, -1.26], [-2.39, -3.45, -1.04], [-2.51, -4.54, 0.31]]
}

***

No. 3
{
  "formula": "C32H49BrClO2PSn",
  "method": "the ωB97M-V functional and the def2-TZVPD basis",
  "multiplicity": 1,
  "homo_lumo_gap_ev": [6.79, 5.27],
  "total_charge": 0,
  "lumo_ha": [0.003, -0.010],
  "elements": ["Sn", "Cl", "P", "C", "H", "H", "C", "C", "C", "H", "C", "H", "H", "C", "H", "H", "C", "H", "H", "C", "H", "H", "H", "H", "C", "C", "H", "C", "H", "H", "C", "H", "H", "C", "H", "H", "C", "H", "H", "H", "H", "C", "H", "C", "H", "H", "C", "H", "H", "C", "H", "H", "C", "H", "H", "H", "H", "C", "C", "H", "C", "H", "C", "H", "H", "C", "H", "H", "C", "H", "H", "H", "H", "Br", "C", "C", "C", "C", "C", "C", "C", "O", "O", "H", "H", "H", "H"],
  "coordinates": [[0.92, 1.15, 1.66], [1.90, -0.89, 2.88], [0.49, 0.68, -1.22], [-1.30, -1.34, 2.63], [-0.30, -1.90, 2.70], [-1.69, -0.83, 1.71], [2.34, 0.86, -1.67], [-0.32, 2.39, -1.40], [2.73, 0.88, -3.16], [2.60, 1.85, -1.25], [4.22, 1.20, -3.30], [2.52, -0.12, -3.60], [2.14, 1.61, -3.74], [5.12, 0.26, -2.50], [4.48, 1.17, -4.37], [4.38, 2.24, -2.98], [4.66, 0.10, -1.04], [5.13, -0.73, -2.98], [6.14, 0.63, -2.52], [3.16, -0.22, -0.94], [5.25, -0.69, -0.55], [4.87, 1.03, -0.50], [2.96, -1.19, -1.43], [2.87, -0.34, 0.11], [-0.31, -0.50, -2.40], [-1.85, 2.23, -1.26], [0.04, 2.90, -0.48], [-2.54, 3.60, -1.24], [-2.23, 1.61, -2.10], [-2.10, 1.69, -0.34], [-2.11, 4.54, -2.38], [-3.63, 3.47, -1.28], [-2.33, 4.10, -0.28], [-0.58, 4.60, -2.56], [-2.58, 4.23, -3.33], [-2.48, 5.55, -2.17], [0.09, 3.23, -2.61], [-0.32, 5.16, -3.47], [-0.14, 5.17, -1.73], [-0.18, 2.71, -3.54], [1.18, 3.36, -2.63], [0.37, -1.86, -2.31], [-1.35, -0.62, -2.02], [-0.38, -2.92, -3.14], [1.40, -1.77, -2.68], [0.44, -2.19, -1.27], [-0.60, -2.47, -4.59], [0.18, -3.86, -3.14], [-1.35, -3.14, -2.67], [-1.22, -1.06, -4.70], [0.36, -2.48, -5.12], [-1.25, -3.18, -5.11], [-0.47, -0.01, -3.86], [-1.25, -0.72, -5.74], [-2.26, -1.08, -4.34], [0.53, 0.18, -4.30], [-1.03, 0.94, -3.91], [-0.67, -3.75, 1.17], [-1.87, -3.03, 1.44], [-0.28, -3.94, 0.16], [-2.68, -3.52, 2.62], [-2.39, -2.54, 0.63], [-1.75, -3.74, 3.83], [-3.47, -2.80, 2.84], [-3.19, -4.48, 2.36], [-0.64, -4.73, 3.54], [-1.33, -2.79, 4.18], [-2.33, -4.12, 4.68], [0.19, -4.28, 2.30], [0.04, -4.89, 4.39], [-1.08, -5.70, 3.25], [0.90, -3.50, 2.66], [0.86, -5.11, 1.96], [-0.26, 3.56, 3.27], [-0.70, 2.61, 4.91], [-0.09, 2.97, 6.11], [-0.50, 2.36, 7.34], [-1.46, 1.32, 7.30], [-1.91, 0.82, 6.05], [-1.57, 1.47, 4.85], [-1.81, 0.80, 3.57], [-2.07, 1.23, 2.46], [-1.48, -0.57, 3.70], [0.74, 3.70, 6.16], [-0.12, 2.68, 8.27], [-1.85, 0.84, 8.19], [-2.54, -0.06, 5.98]]
}

***

Looking at E_tot for the records above, in order, we have -154450.263 -233995.287 -135755.958 eV.